No. 1
{"formula": "C27H65Cl2N2O14", "method": "wB97M-V/def2-TZVPD", "symbols": ["C", "C", "C", "C", "N", "C", "C", "N", "Cl", "C", "C", "C", "C", "C", "O", "O", "C", "C", "C", "C", "C", "C", "O", "O", "Cl", "H", "H", "H", "H", "H", "H", "H", "H", "H", "H", "H", "H", "H", "H", "H", "H", "H", "H", "H", "H", "H", "H", "H", "H", "H", "C", "O", "H", "H", "H", "H", "C", "O", "H", "H", "H", "H", "C", "O", "H", "H", "H", "H", "C", "O", "H", "H", "H", "H", "C", "O", "H", "H", "H", "H", "C", "O", "H", "H", "H", "H", "C", "O", "H", "H", "H", "H", "C", "O", "H", "H", "H", "H", "C", "O", "H", "H", "H", "H", "C", "O", "H", "H", "H", "H"], "positions_angstrom": [[2.3370, 0.7313, -0.1155], [1.9389, 0.2149, -1.4941], [0.5196, -0.3889, -1.5377], [-0.4372, 0.6158, -2.1771], [-0.6227, 1.7826, -1.2726], [-1.7947, 1.8071, -0.5366], [-2.3823, 0.5933, -0.1644], [-3.5193, 0.5598, 0.5370], [-4.1270, -0.9770, 0.8925], [-4.1926, 1.6583, 0.9473], [-5.4876, 1.4220, 1.6581], [-6.6019, 0.9198, 0.6939], [-7.2259, -0.4347, 1.0880], [-7.1545, -1.4766, -0.0075], [-7.0618, -2.6325, 0.2861], [-7.2107, -1.0949, -1.3012], [-5.9982, -1.2516, -2.0621], [-6.3126, -1.7955, -3.4389], [-3.6359, 2.9146, 0.6491], [-4.3422, 4.1479, 1.1398], [-2.4475, 2.9893, -0.0983], [-1.7974, 4.2803, -0.4695], [-0.6357, 4.3686, -0.6431], [-2.6436, 5.3414, -0.6841], [-2.1090, 6.7050, 0.1714], [3.4115, 0.8223, -0.0219], [1.9178, 1.7169, 0.0620], [2.0280, 0.0262, 0.6486], [2.0528, 0.9914, -2.2440], [2.6356, -0.5791, -1.7529], [0.1741, -0.5991, -0.5318], [0.5447, -1.2773, -2.1488], [0.0467, 0.9909, -3.0706], [-1.3809, 0.1758, -2.5032], [-0.5972, 2.6258, -1.8274], [-1.9288, -0.3414, -0.4357], [-5.3477, 0.7293, 2.4802], [-5.8377, 2.3401, 2.0936], [-6.2500, 0.8668, -0.3308], [-7.3970, 1.6545, 0.7032], [-8.2750, -0.3370, 1.3511], [-6.7000, -0.8709, 1.9255], [-5.3162, -1.9341, -1.5695], [-5.5523, -0.2631, -2.1705], [-7.2668, -1.4343, -3.7978], [-5.5177, -1.5103, -4.1191], [-6.3094, -2.8797, -3.4086], [-4.8938, 4.6335, 0.3456], [-3.6060, 4.8652, 1.4691], [-4.9740, 3.9588, 1.9898], [4.7987, 0.2007, 2.6863], [5.0661, -0.3790, 1.4007], [3.9104, -0.2732, 3.0980], [5.6427, 0.0364, 3.3478], [4.6225, 1.2749, 2.5949], [5.8543, 0.0622, 1.0673], [-0.9171, -4.2006, -2.2081], [-1.2122, -2.9197, -1.6442], [0.1547, -4.2574, -2.3789], [-1.2097, -4.9950, -1.5231], [-1.4402, -4.3284, -3.1584], [-2.1645, -2.8924, -1.4990], [-4.9386, -5.3559, -1.5556], [-5.0175, -4.1330, -0.8157], [-3.9363, -5.4466, -1.9567], [-5.1386, -6.2131, -0.9100], [-5.6496, -5.3565, -2.3852], [-5.9128, -4.0594, -0.4632], [8.9799, -2.0279, 1.3093], [7.9780, -1.0213, 1.1667], [9.9188, -1.6139, 0.9506], [9.0956, -2.3135, 2.3565], [8.7318, -2.9116, 0.7180], [7.1441, -1.3829, 1.4907], [-10.8624, -0.9311, -0.1536], [-11.0140, 0.2930, 0.5659], [-9.8203, -0.9896, -0.4510], [-11.1033, -1.7833, 0.4862], [-11.4978, -0.9385, -1.0409], [-11.9305, 0.3636, 0.8451], [-0.4421, -7.0417, -4.7983], [-1.2880, -7.3444, -3.6884], [-0.1084, -6.0128, -4.6924], [0.4282, -7.7013, -4.8078], [-0.9904, -7.1462, -5.7374], [-1.5780, -8.2547, -3.7886], [2.3600, 6.1489, 1.8070], [0.9803, 6.1099, 1.4468], [2.4152, 6.4060, 2.8610], [2.8341, 5.1759, 1.6560], [2.8960, 6.9066, 1.2311], [0.9220, 5.8827, 0.5143], [9.7214, 1.9033, -0.7147], [8.8595, 1.6286, 0.3847], [10.0889, 2.9205, -0.6014], [10.5761, 1.2202, -0.7290], [9.1872, 1.8283, -1.6654], [8.5290, 0.7248, 0.2899], [7.9205, 1.5951, 4.4383], [6.6531, 1.1737, 4.9536], [7.7080, 2.0089, 3.4575], [8.3833, 2.3661, 5.0565], [8.6078, 0.7583, 4.3235], [6.7640, 0.7969, 5.8301], [11.6144, 1.8301, 2.8074], [10.2075, 2.0118, 2.6968], [11.8858, 1.9907, 3.8478], [11.9061, 0.8159, 2.5195], [12.1568, 2.5487, 2.1875], [9.9538, 1.8697, 1.7770]], "atomic_forces_ev_per_a": [[0.130, 0.278, -0.363], [0.086, -0.629, 0.688], [0.292, 1.119, -0.715], [0.627, -0.269, 0.405], [-1.724, -0.091, -0.845], [0.248, -0.259, 0.225], [0.367, 0.276, -0.244], [0.275, 0.584, -0.165], [0.188, -0.370, 0.002], [0.008, 0.027, 0.300], [-0.351, 0.030, -0.472], [-0.418, -0.180, 0.404], [0.178, 0.391, -0.829], [0.040, -0.300, 0.250], [0.111, -0.778, 0.217], [-0.030, 0.762, 0.321], [-0.110, -0.063, -0.743], [0.278, -0.296, 0.305], [0.011, -0.279, -0.195], [0.553, 0.107, 0.016], [-0.540, -0.424, -0.048], [-0.768, 0.216, -0.174], [1.450, 0.190, 0.050], [-0.378, -0.193, 0.591], [0.024, 0.106, -0.329], [0.221, -0.001, -0.033], [-0.277, 0.054, 0.263], [-0.131, -0.003, 0.236], [0.027, 0.144, -0.169], [0.124, -0.053, -0.137], [0.064, -0.470, 0.161], [-0.290, -0.371, 0.094], [-0.015, 0.171, -0.202], [-0.224, -0.012, 0.193], [0.649, 0.257, 0.291], [-0.066, -0.276, 0.058], [0.111, -0.167, 0.142], [0.084, 0.223, 0.197], [0.129, 0.066, -0.131], [-0.064, 0.242, -0.157], [-0.178, 0.136, 0.138], [-0.132, -0.163, 0.287], [0.067, -0.042, 0.271], [0.090, 0.191, 0.197], [-0.132, 0.129, -0.142], [0.048, 0.160, -0.231], [-0.280, -0.189, -0.030], [-0.282, -0.015, -0.146], [0.160, 0.231, 0.149], [-0.239, -0.094, 0.087], [0.183, -0.054, -0.269], [0.065, -0.066, 0.031], [-0.009, -0.059, -0.091], [-0.085, 0.084, 0.202], [-0.039, 0.007, 0.081], [-0.078, 0.082, -0.119], [-0.223, 0.053, 0.028], [-0.218, 0.131, 0.020], [0.021, 0.080, 0.033], [0.044, -0.131, -0.048], [0.062, -0.112, -0.009], [0.028, -0.130, 0.022], [-0.189, 0.208, 0.221], [0.210, -0.273, -0.237], [0.161, 0.007, -0.035], [0.024, -0.045, -0.048], [0.007, -0.053, -0.024], [0.006, 0.194, 0.053], [-0.134, 0.033, 0.038], [0.016, -0.112, -0.045], [0.007, 0.033, 0.005], [0.062, -0.003, -0.012], [0.054, -0.011, -0.006], [-0.056, 0.057, -0.050], [-0.248, 0.275, 0.309], [0.177, -0.074, -0.040], [0.019, -0.053, -0.145], [0.033, -0.094, -0.118], [0.085, -0.122, -0.060], [-0.009, 0.044, 0.026], [-0.205, -0.282, 0.145], [0.081, 0.188, -0.074], [-0.011, 0.016, 0.032], [0.062, 0.078, -0.090], [0.102, 0.063, -0.068], [-0.036, -0.015, 0.073], [-0.138, -0.035, -0.144], [0.032, 0.009, 0.053], [-0.027, 0.005, 0.019], [0.055, 0.020, 0.031], [0.054, -0.005, 0.036], [-0.028, -0.025, -0.006], [-0.093, -0.053, -0.108], [0.044, -0.008, -0.433], [-0.009, 0.021, 0.022], [0.011, 0.030, -0.048], [0.059, 0.021, 0.000], [-0.045, -0.089, 0.325], [-0.311, -0.131, 0.020], [0.002, 0.048, 0.231], [0.169, 0.035, -0.044], [-0.015, 0.010, -0.010], [0.033, 0.012, -0.029], [0.126, 0.051, 0.018], [-0.451, 0.071, -0.080], [0.726, 0.061, 0.353], [0.058, -0.004, 0.031], [0.103, -0.027, 0.019], [0.108, -0.001, 0.020], [-0.443, -0.066, -0.043]], "lumo_ha": -0.167, "charge": 1}

***

No. 2
{"formula": "C27H68InN5O11", "method": "wB97M-V/def2-TZVPD", "symbols": ["In", "O", "C", "O", "O", "H", "C", "O", "C", "C", "N", "C", "C", "O", "C", "H", "H", "H", "H", "H", "H", "H", "H", "H", "H", "H", "H", "H", "H", "H", "C", "O", "C", "C", "N", "C", "C", "O", "C", "H", "H", "H", "H", "H", "H", "H", "H", "H", "H", "H", "H", "H", "H", "H", "C", "O", "C", "C", "N", "C", "C", "O", "C", "H", "H", "H", "H", "H", "H", "H", "H", "H", "H", "H", "H", "H", "H", "H", "C", "C", "C", "O", "C", "N", "H", "H", "H", "H", "H", "H", "H", "H", "H", "H", "H", "C", "C", "C", "O", "C", "N", "H", "H", "H", "H", "H", "H", "H", "H", "H", "H", "H"], "positions_angstrom": [[5.6357, 1.3847, 2.9562], [0.0403, 2.3228, -0.3097], [0.9134, 1.3709, -0.1951], [2.0341, 1.4899, 0.3410], [0.5790, 0.2597, -0.6053], [-0.4929, 2.1606, -1.0913], [-3.3291, 1.7976, -2.9259], [-3.0701, 2.7179, -1.8829], [-3.8711, 3.8964, -1.9211], [-3.3745, 5.0608, -1.0299], [-3.2183, 4.7507, 0.4085], [-4.5041, 4.5111, 1.1222], [-4.2934, 4.1071, 2.5782], [-3.9163, 2.7465, 2.5343], [-3.8227, 2.1123, 3.7960], [-4.3668, 1.4661, -2.9637], [-2.7508, 0.9189, -2.6402], [-2.9737, 2.2230, -3.8644], [-4.9356, 3.7291, -1.7570], [-3.8742, 4.2907, -2.9373], [-3.8143, 6.0491, -1.1640], [-2.3655, 5.2378, -1.4023], [-2.5744, 3.9758, 0.4796], [-5.0711, 3.7320, 0.6126], [-5.1012, 5.4207, 1.1869], [-5.2166, 4.1901, 3.1517], [-3.5960, 4.7383, 3.1289], [-3.4064, 1.1180, 3.6344], [-4.7357, 2.0367, 4.3866], [-3.2102, 2.6602, 4.5120], [0.3180, -4.6082, 2.0207], [0.5831, -5.4313, 0.8699], [0.4337, -6.8130, 1.1307], [1.0094, -7.6890, -0.0110], [2.3718, -7.2744, -0.3948], [3.3684, -7.6653, 0.6380], [4.8073, -7.4377, 0.2581], [4.8646, -6.0306, 0.0187], [6.1697, -5.5823, -0.2796], [1.0035, -4.6903, 2.8641], [-0.6620, -4.8645, 2.4232], [0.2870, -3.5523, 1.7521], [-0.5946, -7.1740, 1.1123], [0.9511, -7.1191, 2.0399], [0.3398, -7.5516, -0.8601], [0.9289, -8.7461, 0.2424], [2.6306, -7.8471, -1.1855], [3.2802, -8.7456, 0.7537], [3.1127, -7.2023, 1.5911], [5.1549, -8.0159, -0.5981], [5.3590, -7.8060, 1.1230], [6.2293, -4.5495, -0.6228], [6.3440, -6.2095, -1.1539], [6.8790, -5.7468, 0.5315], [4.0677, 4.8385, 0.3585], [4.3165, 4.6773, 1.7324], [3.6716, 5.5563, 2.6067], [2.3548, 5.0027, 3.1314], [2.5758, 3.9062, 4.1046], [1.3845, 3.0427, 4.2523], [1.5561, 1.9920, 5.3776], [2.6934, 1.1518, 5.1358], [3.0010, 0.4498, 6.2936], [4.3180, 5.8460, 0.0262], [2.9968, 4.7407, 0.1803], [4.5670, 4.0650, -0.2250], [3.5246, 6.5152, 2.1096], [4.2920, 5.8658, 3.4478], [1.6714, 4.7498, 2.3207], [1.8843, 5.7771, 3.7372], [2.7562, 4.2800, 5.0253], [1.1086, 2.4797, 3.3607], [0.4451, 3.5950, 4.2732], [0.7293, 1.3097, 5.5750], [1.4929, 2.4899, 6.3452], [3.1060, 1.0563, 7.1931], [3.9630, -0.0535, 6.1964], [2.2475, -0.3161, 6.4773], [-5.8318, -0.8753, -0.1139], [-4.8351, -1.8599, 0.5099], [-4.4369, -2.8462, -0.5522], [-5.4211, -3.8390, -0.9930], [-6.0126, -4.6710, 0.0103], [-3.6870, -1.0716, 1.0326], [-6.3735, -0.3272, 0.6571], [-6.6028, -1.4813, -0.5898], [-5.3536, -0.2609, -0.8767], [-5.2428, -2.2901, 1.4247], [-3.5232, -3.4090, -0.3611], [-4.0860, -2.2668, -1.4063], [-6.8196, -4.1607, 0.5360], [-5.2769, -5.1619, 0.6473], [-6.4465, -5.4690, -0.5923], [-4.0104, -0.2269, 1.4819], [-3.1518, -0.7027, 0.2595], [2.9461, 1.8447, -4.7099], [1.8164, 1.1302, -5.4826], [1.7073, 1.6895, -6.8599], [2.9128, 1.6506, -7.6362], [2.7198, 1.8307, -9.0530], [2.1957, -0.2911, -5.5012], [3.8717, 2.0410, -5.2511], [3.2570, 1.3483, -3.7907], [2.5174, 2.8222, -4.4890], [0.8509, 1.2228, -4.9853], [1.3485, 2.7116, -6.7385], [0.9229, 1.1668, -7.4073], [2.1994, 2.7649, -9.2641], [2.2107, 1.0141, -9.5649], [3.6670, 1.8734, -9.5907], [1.6534, -0.7037, -6.2466], [3.1037, -0.3370, -5.9412]], "atomic_forces_ev_per_a": [[-0.597, 0.441, 0.089], [-0.076, 2.072, 0.369], [0.923, -0.611, 0.553], [-0.484, 0.327, -0.066], [0.148, -1.673, -0.520], [-0.676, -0.043, -0.306], [0.355, -0.131, 0.496], [-0.250, 1.032, 1.159], [-0.758, 0.751, -0.816], [1.867, -0.695, 0.671], [-1.591, 0.019, -0.802], [1.120, 0.607, 0.733], [-0.457, -0.676, -0.345], [0.293, -0.398, 0.524], [0.319, 0.101, 0.453], [-0.202, 0.337, -0.156], [0.151, -0.056, -0.361], [-0.222, -0.224, -0.250], [-0.117, -0.656, 0.487], [0.273, 0.149, -0.311], [-0.891, -0.475, -0.128], [0.362, -0.006, 0.126], [0.018, -0.232, 0.462], [-0.229, -0.116, 0.028], [0.112, 0.211, -0.636], [-0.442, 0.082, -0.202], [0.548, 0.026, -0.261], [-0.038, 0.097, 0.054], [-0.739, -0.128, -0.641], [0.717, 0.192, -0.264], [-0.717, -0.293, -0.237], [0.153, 0.176, 0.656], [0.759, -1.101, -0.792], [-0.098, 2.063, -0.315], [0.279, -1.581, 1.088], [-0.741, -0.280, -0.644], [-1.021, 1.334, 0.220], [-0.015, 0.141, 1.161], [-0.174, -0.982, -1.143], [0.536, -0.487, -0.237], [-0.239, -0.002, 0.023], [0.105, -0.210, -0.486], [-0.460, 0.519, 0.765], [-0.254, 0.254, 0.409], [0.255, 0.093, -0.283], [0.181, -0.219, 0.370], [0.035, 0.399, -0.788], [-0.192, -0.435, 0.386], [0.205, 0.149, -0.124], [-0.152, 0.014, -0.362], [0.610, 0.413, 0.145], [-0.577, 0.038, 0.333], [1.440, 0.155, -0.174], [0.060, -0.138, 0.017], [-1.072, 0.458, 0.033], [1.381, -1.119, 0.503], [-0.747, 0.723, -0.182], [0.346, 0.395, 1.314], [-0.717, -1.400, -0.908], [-0.082, -1.183, -0.311], [-0.626, 0.372, -0.274], [0.020, 1.622, -0.089], [0.432, -1.036, 0.752], [0.427, 0.004, -0.127], [-0.255, -0.175, -0.203], [0.215, 0.167, 0.253], [-0.428, 0.124, -0.301], [0.458, -0.667, 0.086], [0.106, -0.424, 0.094], [-0.301, 0.595, -0.478], [0.169, 0.315, 0.002], [1.090, -0.193, -0.653], [-0.185, 0.475, 1.202], [-0.690, -0.039, -1.035], [1.348, 0.368, 0.375], [-0.227, 0.393, -0.037], [0.010, -0.082, -0.351], [-0.130, -0.142, 0.190], [-0.898, -0.888, 0.297], [0.135, 1.287, 0.857], [0.464, -1.795, -0.526], [0.719, 1.776, 0.527], [0.156, -0.145, -1.181], [0.054, -0.373, -0.862], [0.344, 0.468, -0.097], [-0.087, -0.013, -0.334], [-0.043, 0.172, 0.191], [-0.370, -0.454, -0.301], [0.114, -0.142, 0.940], [-0.718, 0.024, -0.560], [0.202, 0.011, 0.322], [0.099, 0.362, 0.351], [-0.237, -0.018, 0.189], [-0.327, -0.014, 0.497], [0.448, -0.161, -0.322], [-0.783, 0.896, 0.274], [2.652, -1.122, 0.825], [-0.331, 0.625, -1.689], [-0.277, -0.253, 0.027], [0.025, 0.177, 0.115], [-0.501, 0.146, -0.878], [-0.279, -0.296, -0.538], [-0.462, -0.119, 0.051], [0.356, 0.271, 0.425], [0.002, 0.158, 0.043], [0.066, 0.475, -0.220], [-0.203, -0.219, -0.123], [-0.158, 0.052, 0.093], [-0.486, -0.258, 0.495], [0.340, 0.138, 0.681], [-0.667, -0.693, 0.106], [0.694, 0.031, 0.340]], "lumo_ha": -0.399, "charge": 2}

***

Taking the records one at a time from the top gives electronic energy values of -3150.5213; -2360.0486 Eh.
Taking the records one at a time from the top gives gap between HOMO and LUMO values of 6.3; 1.6 eV.